<a>
Entry from the Open Molecules 2025 dataset: the molecule C10H18N2O5 (wB97M-V/def2-TZVPD).

Values from the calculation:
HOMO level = -10.2 eV
structure (SMILES) = CC[C@H](C)[C@H](N)C(=O)N[C@@H](CC(=O)O)C(=O)O
2S+1 = 1
molecular weight = 246.263 g mol⁻¹

Last column: Löwdin charge in e.
Positions of all 35 atoms, in Å:
C -3.68569 1.63309 -0.29163  -0.15
C -3.37835 0.73332 0.82851  -0.24
C -2.61680 -0.48329 0.24281  -0.34
C -2.08418 -1.59139 1.26528  -0.06
C -1.48818 -0.26265 -0.76241  -0.33
N -1.14554 -1.35339 -1.67991  0.00
C -0.15797 0.32066 -0.12139  -0.34
O -0.24906 1.13477 0.85304  0.01
N 1.01451 0.04313 -0.77230  0.15
C 2.27469 0.32803 -0.00312  -0.21
C 3.28237 -0.83865 -0.04277  -0.07
C 4.63930 -0.54351 0.43237  -0.50
O 4.86701 0.11122 1.47028  0.08
O 5.62265 -1.03558 -0.43976  0.05
C 2.78787 1.71480 -0.28569  -0.39
O 3.96630 1.94462 -0.63033  0.10
O 1.73094 2.64563 -0.20293  0.04
H -4.14314 1.08045 -1.16126  0.10
H -4.45490 2.39042 0.00004  0.09
H -2.93333 2.30124 -0.65229  0.07
H -2.77298 1.26237 1.65563  0.14
H -4.31524 0.45030 1.34508  0.12
H -3.40269 -1.01701 -0.21232  0.10
H -1.80349 -2.53048 0.61921  0.08
H -2.80730 -2.04428 2.02540  0.09
H -1.07910 -1.21271 1.73122  0.10
H -1.74780 0.56741 -1.42914  0.14
H -2.23965 -1.72522 -2.09496  0.20
H -0.87394 -2.16199 -1.07213  0.06
H 1.07619 -0.57314 -1.52023  0.11
H 2.02712 0.40662 1.10432  0.18
H 3.53705 -1.20974 -1.23150  0.20
H 2.88816 -1.81200 0.44824  0.16
H 6.50250 -0.83471 0.02794  0.16
H 1.16268 2.16163 0.55667  0.12

<b>
Entry from the Open Molecules 2025 dataset: the molecule C10H18N2O5 (wB97M-V/def2-TZVPD).

Values from the calculation:
HOMO level = -9.8 eV
structure (SMILES) = CC(C)[C@H](N)C(=O)N[C@@H](CCC(=O)O)C(=O)O
2S+1 = 1
molecular weight = 246.263 g mol⁻¹

Last column: Löwdin charge in e.
Positions of all 35 atoms, in Å:
C -3.04253 0.75101 -0.52207  -0.04
C -2.47385 -0.74828 -0.50403  -0.33
C -3.74324 -1.48647 0.01928  -0.07
C -1.29518 -0.93944 0.38810  -0.33
N -1.57342 -0.46230 1.74254  0.08
C -0.08855 -0.37344 -0.17440  -0.33
O 0.12783 -0.12024 -1.46225  -0.05
N 0.76510 0.27857 0.66931  0.09
C 1.79519 1.25800 0.40649  -0.22
C 2.69452 0.99642 -0.87583  -0.08
C 2.93843 -0.53773 -1.13729  -0.08
C 3.41145 -1.42666 0.07681  -0.48
O 4.37142 -2.17137 -0.03119  0.09
O 2.81116 -1.11410 1.21885  0.08
C 1.15008 2.58922 0.33030  -0.51
O 1.33310 3.58460 0.90846  0.17
O 0.05016 2.52977 -0.49563  0.07
H -3.32124 0.96550 0.48711  0.06
H -2.30497 1.42236 -1.01967  0.07
H -3.94849 0.91187 -1.17237  0.09
H -2.31760 -1.08174 -1.50563  0.12
H -3.62294 -2.60398 -0.08264  0.10
H -4.57201 -1.27569 -0.56284  0.05
H -3.90284 -1.20499 1.00207  0.04
H -0.95749 -2.00512 0.40205  0.18
H -1.01232 -1.00098 2.42290  0.10
H -1.51987 0.55240 1.74050  0.09
H 0.79938 -0.05845 1.64275  0.15
H 2.48943 1.30469 1.30606  0.17
H 3.64758 1.54473 -0.63645  0.13
H 2.22272 1.27567 -1.85447  0.13
H 2.08998 -0.89190 -1.66074  0.07
H 3.66038 -0.82867 -2.03161  0.16
H 3.33868 -1.32172 2.00001  0.14
H -0.00005 1.68847 -1.03450  0.08

Energy above the most stable structure, in kcal/mol: <a> 10.1; <b> 0.0